Record 1
The following is a DFT calculation (the ωB97M-V functional and the def2-TZVPD basis) of a single C10H19NO2 molecule.

Values from the calculation:
Gap between HOMO and LUMO ... 9.35 eV
ΔE to the lowest compared entry with this formula, charge and spin ... 35.4 kcal/mol
Lowest unoccupied orbital energy ... 0.8289 eV

Structure (ORCA input):
```
! wB97M-V def2-TZVPD RIJCOSX def2/J DEFGRID3
* xyz 0 1
C 2.479 -3.228 1.079
C 1.348 -2.227 0.703
C 1.167 -1.920 -0.842
C 0.969 -0.376 -1.003
N -0.221 0.131 -0.329
C -1.543 -0.226 -0.929
C -2.689 0.299 -0.114
C -2.537 1.273 0.879
C -1.155 1.800 1.235
O -0.810 1.060 2.441
C -0.157 1.583 0.115
C -0.404 2.626 -1.063
O 0.546 3.652 -1.131
H 3.334 -2.621 0.944
H 2.515 -3.616 2.138
H 2.405 -4.044 0.362
H 1.683 -1.278 1.283
H 0.372 -2.526 1.035
H 2.081 -2.131 -1.367
H 0.363 -2.544 -1.286
H 1.001 -0.111 -2.143
H 1.844 0.089 -0.633
H -1.621 0.173 -1.952
H -1.561 -1.301 -1.091
H -3.663 -0.079 -0.389
H -3.513 1.674 1.169
H -1.217 2.832 1.536
H -0.650 0.161 2.181
H 0.854 1.762 0.501
H -1.435 2.937 -1.042
H -0.346 2.110 -2.028
H 0.563 4.065 -0.259
*
```

---

Record 2
The following is a DFT calculation (the ωB97M-V functional and the def2-TZVPD basis) of 2 unconnected molecules or ions with the total composition C10H19NOS.

Values from the calculation:
Gap between HOMO and LUMO ... 9.50 eV
ΔE to the lowest compared entry with this formula, charge and spin ... 141.9 kcal/mol
Lowest unoccupied orbital energy ... 0.8740 eV

Structure (ORCA input):
```
! wB97M-V def2-TZVPD RIJCOSX def2/J DEFGRID3
* xyz 0 1
C -2.062 -2.156 2.131
C -2.837 0.193 -0.523
C 2.358 -0.608 0.946
C 2.396 -1.633 -0.120
C 1.699 -0.179 -0.067
C -3.203 1.604 -0.733
C 3.677 -1.785 -0.800
C 0.298 2.479 0.716
C 1.038 0.705 -0.990
C 0.969 2.201 -0.640
N -2.084 -0.136 0.435
O -2.125 -2.571 -0.539
S -1.403 -1.781 0.400
H -1.514 -2.890 2.614
H -3.062 -2.632 1.982
H -2.904 -0.590 -1.341
H -2.068 -1.101 2.700
H 2.756 -0.502 2.002
H 1.704 -2.428 -0.170
H -3.192 2.340 0.030
H -4.110 1.539 -1.287
H -2.396 1.788 -1.522
H 3.979 -2.802 -0.814
H 4.489 -1.122 -0.373
H 3.582 -1.561 -1.933
H 0.188 3.502 0.674
H 0.884 2.181 1.538
H -0.696 1.921 0.914
H 1.428 0.483 -2.055
H -0.100 0.354 -1.097
H 1.896 2.597 -0.605
H 0.414 2.589 -1.472
*
```

---

Record 3
The following is a DFT calculation (the ωB97M-V functional and the def2-TZVPD basis) of 2 unconnected molecules or ions with the total composition C10H20.

Values from the calculation:
Gap between HOMO and LUMO ... 11.55 eV
ΔE to the lowest compared entry with this formula, charge and spin ... 34.5 kcal/mol
Lowest unoccupied orbital energy ... 0.9254 eV

Structure (ORCA input):
```
! wB97M-V def2-TZVPD RIJCOSX def2/J DEFGRID3
* xyz 0 1
C 0.425 -2.907 -0.495
C 0.885 -2.238 -1.743
C -0.223 -2.431 -2.742
C -1.423 -1.968 -1.860
C -1.114 -2.622 -0.513
H 0.634 -3.998 -0.599
H 0.835 -2.496 0.373
H 1.916 -2.674 -1.910
H 0.892 -1.127 -1.639
H -0.354 -3.543 -2.848
H -0.013 -1.903 -3.729
H -2.449 -2.255 -2.171
H -1.585 -0.856 -1.719
H -1.607 -3.540 -0.412
H -1.412 -1.929 0.376
C -0.958 2.247 1.455
C 0.040 1.699 2.488
C 1.423 2.110 1.872
C 1.142 3.412 1.128
C -0.150 3.011 0.441
H -1.515 1.371 1.051
H -1.739 2.879 1.844
H -0.127 0.578 2.386
H -0.163 1.832 3.519
H 1.645 1.330 1.101
H 2.313 2.089 2.515
H 1.956 3.539 0.460
H 1.031 4.227 1.883
H 0.243 2.282 -0.359
H -0.547 3.880 -0.156
*
```